Entry from the OMol25 dataset: 15 unconnected molecules or ions with the total composition C60H90O45 (ωB97M-V/def2-TZVPD).

Positions of all 195 atoms, in Å:
C  -4.579  5.435  -0.132
O  2.927  -5.739  2.208
C  -4.040  2.876  5.799
O  -1.563  -3.924  0.533
H  -0.863  -6.831  0.569
O  2.326  0.915  -3.060
C  0.968  -3.359  3.674
H  -5.217  3.283  -0.394
O  -2.084  -3.738  2.662
O  0.182  1.774  5.628
C  1.143  5.704  1.122
O  -2.973  -0.505  -1.209
C  6.709  -1.187  -2.163
C  0.379  -4.974  -7.986
O  0.223  1.857  -3.151
C  -1.745  1.755  0.999
H  -5.401  6.103  0.149
O  4.568  -1.900  1.528
C  -5.687  0.904  -3.173
O  4.279  -4.546  -5.644
O  -5.752  5.337  4.204
C  4.011  -3.685  0.233
C  -2.388  6.201  -0.581
H  -3.658  4.173  1.438
O  -2.592  0.383  -4.599
H  -3.261  -7.675  0.368
H  -0.016  -3.274  4.097
C  2.464  1.965  6.560
C  -5.151  -3.444  0.728
H  1.020  -5.474  -8.663
H  -4.087  1.598  3.992
H  5.201  0.771  -3.699
H  0.827  4.082  -1.592
C  1.501  -6.434  -6.215
O  2.723  -6.116  -5.515
C  0.596  1.016  0.353
C  -5.352  -2.137  1.538
H  2.777  0.907  6.720
H  -2.043  -2.245  -4.201
C  -2.899  -7.005  -0.404
O  -5.185  3.778  5.700
H  -6.978  2.641  -3.139
H  3.882  -4.763  0.371
H  -1.306  2.733  0.887
C  -5.584  -0.630  -3.299
H  -2.232  -4.814  -1.143
C  -5.312  -0.011  0.647
H  1.056  1.848  0.901
H  3.825  -1.081  -5.095
H  -2.645  4.417  6.052
C  -1.413  -4.949  -0.421
H  -4.975  1.035  5.336
H  -1.959  4.652  -2.905
H  -3.266  1.007  5.456
C  4.103  -3.149  -1.212
H  -3.229  -1.736  1.257
H  -4.702  -4.196  1.309
H  2.271  7.734  3.719
C  0.437  4.267  2.770
H  -6.398  -1.183  -3.852
C  4.222  -1.620  -4.252
C  1.088  6.472  2.478
O  2.504  -1.199  2.047
O  -1.428  6.572  -1.218
H  0.400  -4.766  -5.789
C  -0.240  0.904  4.696
H  4.515  0.937  -0.278
H  6.722  0.668  -4.527
H  6.165  -3.055  0.842
H  2.180  5.442  0.858
C  3.173  -4.925  -5.882
H  -6.081  -3.923  0.422
C  2.394  -4.995  2.977
H  -7.776  1.144  -3.126
H  -3.766  -1.304  2.934
H  0.488  6.153  0.288
H  -2.597  -7.639  -1.215
O  -6.022  -1.132  0.656
C  -2.911  3.749  5.244
H  0.159  7.015  2.541
O  -3.576  4.535  4.295
H  3.291  -1.789  4.638
O  6.764  0.092  -2.643
H  -2.139  3.174  4.777
H  0.799  -6.902  -5.473
C  -1.760  -6.262  0.318
H  -4.326  3.948  -1.691
O  2.827  -3.046  0.782
H  6.312  -1.623  -5.027
H  -0.523  0.234  2.129
H  5.159  -3.749  2.019
H  4.679  0.445  2.274
C  -4.086  1.587  5.095
H  -0.108  -1.909  -5.547
O  4.142  2.414  1.865
C  -3.718  0.328  -4.175
C  -3.579  5.215  1.057
O  -1.347  0.484  4.585
C  1.983  1.172  4.175
O  -0.955  -3.724  -3.318
H  6.064  0.196  0.139
H  -1.780  -2.013  -2.330
C  5.463  1.086  0.309
C  2.033  -3.602  4.783
C  1.008  3.982  -2.635
H  1.656  -7.033  -7.156
H  1.289  4.965  -3.019
H  1.189  -2.390  3.199
O  0.925  5.379  3.423
C  0.267  -1.151  -4.881
O  -3.604  6.235  -1.008
H  -0.389  -4.959  -0.818
C  2.326  7.296  2.741
H  -5.559  1.163  -2.189
C  -0.151  3.310  -3.338
H  -0.204  -0.169  -5.184
H  -3.922  2.781  6.848
O  2.061  3.085  -2.866
C  2.759  -2.409  5.391
C  -2.389  0.202  -0.422
C  -5.112  4.216  -0.957
O  6.059  3.322  2.242
O  1.125  -4.526  2.851
O  -4.293  -0.838  -3.910
H  1.966  -1.892  5.970
O  -4.303  -0.043  1.558
C  -4.062  -1.443  1.892
C  4.779  3.561  2.073
H  -3.773  -6.451  -0.613
C  -6.920  1.648  -3.577
C  1.553  1.868  -2.993
C  -2.023  -4.380  1.648
H  3.333  -3.617  -1.841
H  3.949  -2.088  -1.312
H  4.107  -2.668  -4.370
O  4.319  4.654  1.990
O  -2.321  -5.743  1.549
H  1.315  -0.967  -5.043
O  6.236  -2.027  -3.075
H  5.966  2.012  -0.016
O  0.965  -2.608  -3.088
H  -7.108  1.558  -4.622
C  5.129  -3.141  1.136
H  -0.595  -5.454  -7.921
O  -2.286  5.506  0.584
H  2.368  8.121  2.084
O  0.916  -4.894  -3.019
C  -1.568  3.595  -2.713
H  -1.572  3.495  -1.596
C  1.579  2.137  5.312
C  0.013  -1.608  -3.474
H  -3.782  5.808  1.923
H  -5.999  -2.305  2.338
H  3.329  2.661  6.493
C  6.283  1.937  2.508
H  2.729  0.352  4.442
O  -2.431  1.507  -0.240
O  -5.504  0.953  -0.036
O  7.147  -1.523  -1.087
H  -2.253  2.796  -3.132
O  2.272  -4.208  -6.566
C  -0.765  0.602  1.110
H  1.891  2.215  7.442
C  6.046  0.121  -3.885
O  0.731  0.496  3.852
H  -2.469  1.841  1.814
H  0.277  1.446  -0.591
H  -5.460  -1.027  -2.328
H  1.628  3.134  4.935
H  -4.528  -3.343  -0.207
O  0.511  4.435  1.499
H  0.065  -0.777  -2.784
H  0.274  -3.958  -8.387
H  3.192  6.676  2.666
H  3.666  -1.203  -3.410
C  0.998  -5.044  -6.582
O  3.011  -4.337  4.020
O  -0.030  3.321  3.326
H  6.312  1.772  3.576
C  -1.307  -2.310  -3.325
H  7.235  1.732  2.058
H  -6.011  4.462  -1.412
H  3.434  -2.794  6.139
C  3.212  -1.973  1.452
O  -1.446  -0.400  0.357
C  -4.957  4.607  4.697
H  0.004  3.461  -4.406
H  1.377  0.224  0.263
C  5.684  -1.354  -4.254
H  5.060  -3.325  -1.556
C  0.390  -3.808  -3.119
O  -4.491  1.388  -3.929
C  5.126  1.335  1.780
H  1.585  -4.127  5.628
H  2.287  1.702  3.283

Output
E_tot   -5726.30574 Ha
ΔE to the lowest compared entry with this formula, charge and spin   72.4 kcal/mol
Orbital gap   10.9 eV
Molar mass   1531.34 g mol⁻¹